Here is a structure of composition C2H6ClN2S from the Open Molecules 2025 dataset. Energies are from ωB97M-V with the def2-TZVPD basis set.

Calculated values
Maximum force (eV Å⁻¹): 4.962
Relative energy (zero: lowest compared OMol25 entry of this formula, charge and spin) (kcal per mole): 17.7
2S+1: 1
Molar mass (Da): 125.604
Total energy (eV): -28498.636
Net charge: +1
LUMO energy (eV): -5.13

Last column: Löwdin charge in e.
Cartesian coordinates (Å):
C 1.21 2.69 1.08  0.199
C -1.85 -2.67 -1.32  -0.338
N -0.43 -0.74 -0.12  -0.964
N 1.23 1.38 0.97  0.182
S -1.74 -1.70 -0.04  0.933
Cl 0.52 -0.96 -1.49  0.567
H 1.98 3.15 1.57  0.089
H 0.44 3.26 0.69  0.098
H -2.62 -3.41 -1.03  0.044
H -1.23 -2.47 -2.18  -0.018
H 1.97 0.84 1.34  0.123
H 0.51 0.62 0.54  0.086